[1]
C13H16BiClN3O7S2 | the ωB97M-V functional and the def2-TZVPD basis

The relative energy (zero: lowest compared OMol25 entry of this formula, charge and spin) is 0.00 kcal per mole. The value obtained for the HOMO energy is -12.117 eV. The total energy comes out at -2666.50823 hartree. The HOMO-LUMO gap comes out at 8.922 eV. The strongest force on any atom is 0.0464 Eh/bohr. The charge is +1.

Structure (XYZ):
```
43
Properties=species:S:1:pos:R:3:nbo_charge:R:1
Bi 9.344 -11.430 9.270 2.0924
O 10.419 -15.337 9.009 -0.7851
Cl 9.284 -14.540 8.835 2.5551
O 8.263 -15.211 8.157 -0.7727
O 9.681 -13.341 8.007 -0.9168
O 8.802 -13.956 10.107 -0.8611
O 9.385 -9.185 8.658 -0.5777
N 9.692 -8.857 7.452 0.2112
N 10.038 -9.878 6.742 0.1782
O 9.976 -11.093 7.260 -0.6654
C 10.471 -9.857 5.365 0.0763
C 10.537 -11.042 4.668 -0.2230
C 10.920 -10.985 3.336 -0.1925
C 11.418 -9.818 2.774 -0.1876
C 11.350 -8.644 3.511 -0.1750
C 10.830 -8.649 4.783 -0.2140
H 10.206 -11.978 5.142 0.2489
H 10.875 -11.913 2.791 0.2293
H 11.691 -9.794 1.701 0.2374
H 11.679 -7.712 3.138 0.2283
H 10.751 -7.689 5.287 0.2470
S 5.267 -11.956 6.651 0.5585
C 4.842 -11.826 8.312 -0.4152
C 5.964 -11.705 9.073 -0.0349
N 7.144 -11.749 8.394 -0.5803
C 6.923 -11.904 7.088 -0.1326
H 3.824 -11.695 8.609 0.2693
H 5.982 -11.601 10.138 0.2324
H 7.725 -12.221 6.409 0.2628
O 11.652 -11.604 9.530 -1.0778
S 13.204 -11.744 9.479 1.2304
C 13.701 -12.214 7.791 -0.5827
C 13.376 -13.682 7.627 -0.4290
C 13.912 -14.364 8.879 -0.4054
C 13.465 -13.468 10.087 -0.5725
H 14.756 -12.011 7.761 0.2389
H 13.231 -11.467 7.070 0.2597
H 13.686 -14.141 6.722 0.2424
H 12.252 -13.790 7.654 0.2300
H 14.985 -14.407 8.855 0.2130
H 13.452 -15.381 8.952 0.2515
H 14.227 -13.432 10.832 0.2444
H 12.487 -13.779 10.472 0.2641
```

[2]
C13H16Cl21FN3O2P | the ωB97M-V functional and the def2-TZVPD basis

The value obtained for the HOMO energy is -9.689 eV. The total energy comes out at -10924.93494 hartree. The HOMO-LUMO gap comes out at 9.743 eV. As for the SMILES: N#C[C@H](CCF)[C@@H](C#N)P(=N)(O)O.ClC(Cl)Cl.ClC(Cl)Cl.ClC(Cl)Cl.ClC(Cl)Cl.ClC(Cl)Cl.ClC(Cl)Cl.ClC(Cl)Cl. The strongest force on any atom is 0.0415 Eh/bohr. The charge is 0.

Structure (XYZ):
```
57
Properties=species:S:1:pos:R:3:nbo_charge:R:1
N 1.245 0.033 1.365 -0.3442
C 0.876 -0.132 0.302 0.3291
C 0.295 -0.453 -0.976 -0.3139
C 0.840 0.557 -1.984 -0.4479
C 1.017 -0.039 -3.336 0.0597
F 2.305 -0.477 -3.468 -0.3663
C -1.232 -0.415 -0.768 -0.7093
C -1.974 0.069 -1.884 0.2796
N -2.715 0.579 -2.572 -0.2810
P -1.808 -2.092 -0.252 2.2712
N -0.695 -2.970 0.337 -1.3760
O -2.586 -2.793 -1.428 -0.9605
O -2.898 -1.798 0.814 -0.9916
H 0.660 -1.421 -1.226 0.2802
H 1.818 0.810 -1.650 0.2510
H 0.293 1.473 -1.991 0.2327
H 0.857 0.658 -4.120 0.1796
H 0.383 -0.885 -3.523 0.1567
H -1.402 0.219 0.065 0.3024
H -0.638 -3.859 -0.154 0.3841
H -1.983 -2.998 -2.141 0.5106
H -2.565 -1.943 1.700 0.5353
Cl 2.676 -3.426 -2.497 0.0245
C 2.466 -4.785 -1.396 -0.2850
Cl 3.159 -4.430 0.180 0.0406
Cl 0.754 -5.192 -1.243 0.0061
H 2.977 -5.641 -1.809 0.2306
Cl -1.246 -0.214 -7.651 0.0132
C -1.318 1.396 -6.932 -0.2899
Cl -2.508 2.397 -7.760 0.0228
Cl -1.680 1.290 -5.209 0.0283
H -0.350 1.859 -7.051 0.2241
Cl 3.036 4.194 4.038 0.0257
C 1.492 3.865 3.264 -0.2819
Cl 0.197 4.678 4.155 0.0035
Cl 1.497 4.377 1.574 0.0175
H 1.323 2.798 3.293 0.2377
Cl 1.693 -0.545 5.783 0.0119
C 2.725 -1.286 4.560 -0.2861
Cl 4.351 -1.566 5.200 0.0099
Cl 2.018 -2.790 3.973 0.0260
H 2.803 -0.602 3.725 0.2414
Cl 5.700 0.484 2.583 0.0208
C 6.386 1.892 1.787 -0.2878
Cl 6.027 1.845 0.061 0.0145
Cl 5.762 3.367 2.519 0.0220
H 7.459 1.881 1.906 0.2273
Cl -1.339 1.528 2.724 0.0004
C -2.755 2.276 3.484 -0.2831
Cl -3.492 3.452 2.401 0.0328
Cl -3.915 1.053 4.031 0.0218
H -2.410 2.812 4.355 0.2329
Cl -4.954 0.502 1.130 0.0159
C -6.609 0.211 0.604 -0.2826
Cl -7.737 1.214 1.520 0.0138
Cl -6.779 0.505 -1.126 0.0227
H -6.847 -0.824 0.795 0.2263
```

Which value of HOMO energy does entry 1 give? -12.117 eV

HOMO energy of number 1 (C13H16BiClN3O7S2)? -12.117 eV